No. 1
{
  "formula": "C14H48N2O9",
  "method": "wB97M-V/def2-TZVPD",
  "lumo_ev": 0.262,
  "energy_ev": -36700.2180,
  "relative_energy_ev": 1.1887,
  "smiles": "COC[C@H](C)N.COC[C@H](C)N.CC(C)O.CC(C)O.O.O.O.O.O",
  "orbital_gap_ev": 9.1,
  "elements": ["C", "C", "C", "O", "H", "H", "H", "H", "H", "H", "H", "H", "C", "C", "C", "O", "H", "H", "H", "H", "H", "H", "H", "H", "O", "H", "H", "O", "H", "H", "O", "H", "H", "O", "H", "H", "O", "H", "H", "C", "C", "C", "O", "C", "N", "H", "H", "H", "H", "H", "H", "H", "H", "H", "H", "H", "C", "C", "C", "O", "C", "N", "H", "H", "H", "H", "H", "H", "H", "H", "H", "H", "H"],
  "positions_angstrom": [[-0.75, 1.46, 10.52], [-1.04, 0.96, 9.03], [0.33, 0.89, 8.19], [-1.41, -0.48, 9.02], [-1.56, 1.18, 11.20], [-0.59, 2.53, 10.56], [0.08, 0.88, 10.91], [-1.76, 1.65, 8.57], [0.90, 1.82, 8.14], [0.19, 0.57, 7.16], [1.07, 0.13, 8.46], [-2.07, -0.67, 9.69], [-5.64, -9.10, 4.42], [-5.07, -7.74, 4.85], [-3.62, -7.75, 5.37], [-5.06, -6.84, 3.83], [-5.52, -9.30, 3.35], [-6.68, -9.12, 4.75], [-5.14, -9.96, 4.86], [-5.73, -7.24, 5.57], [-3.61, -8.34, 6.29], [-3.37, -6.77, 5.78], [-3.00, -8.08, 4.54], [-4.43, -6.14, 4.00], [-3.68, -1.62, 4.69], [-4.26, -0.86, 4.58], [-3.24, -1.46, 5.52], [3.10, -2.84, 0.12], [3.55, -3.39, 0.76], [2.84, -3.44, -0.57], [-0.19, 3.86, 1.79], [-0.39, 2.98, 1.45], [-1.00, 4.15, 2.20], [-4.21, 2.36, -2.15], [-3.81, 3.01, -2.72], [-3.49, 1.76, -1.93], [-1.07, -0.43, 0.79], [-0.23, -0.90, 0.81], [-1.56, -0.79, 1.53], [7.92, 3.04, -1.41], [6.48, 3.59, -1.50], [5.83, 3.14, -2.79], [6.41, 3.59, -4.01], [6.31, 5.02, -4.29], [5.64, 3.24, -0.40], [8.00, 1.98, -1.15], [8.48, 3.56, -0.63], [8.45, 3.21, -2.34], [6.59, 4.67, -1.66], [4.75, 3.27, -2.72], [6.09, 2.08, -2.84], [5.29, 5.35, -4.47], [6.85, 5.36, -5.17], [6.65, 5.70, -3.51], [4.72, 3.62, -0.20], [5.39, 2.27, -0.41], [-1.08, 2.34, -10.08], [-2.40, 1.88, -9.49], [-2.18, 0.48, -8.65], [-1.15, 0.68, -7.66], [-0.76, -0.47, -6.89], [-2.96, 2.99, -8.70], [-0.28, 2.45, -9.35], [-1.32, 3.19, -10.73], [-0.58, 1.70, -10.81], [-2.94, 1.74, -10.43], [-1.86, -0.31, -9.33], [-3.09, 0.14, -8.17], [-0.05, -0.28, -6.08], [-0.49, -1.33, -7.51], [-1.61, -0.88, -6.34], [-3.76, 2.70, -8.15], [-2.24, 3.32, -8.07]],
  "mulliken_charge": [-1.17, 0.43, -1.25, -0.54, 0.35, 0.33, 0.32, 0.20, 0.36, 0.32, 0.34, 0.30, -1.16, 0.60, -1.48, -0.57, 0.32, 0.28, 0.32, 0.21, 0.36, 0.45, 0.35, 0.29, -0.64, 0.32, 0.32, -0.64, 0.32, 0.32, -0.65, 0.33, 0.32, -0.64, 0.32, 0.32, -0.65, 0.32, 0.33, -1.29, 0.56, -0.77, -0.32, -0.76, -0.70, 0.34, 0.33, 0.32, 0.22, 0.36, 0.32, 0.32, 0.30, 0.27, 0.25, 0.24, -1.42, 0.26, -0.69, -0.27, -0.80, -0.65, 0.33, 0.36, 0.40, 0.27, 0.41, 0.38, 0.27, 0.31, 0.31, 0.25, 0.28]
}



No. 2
{
  "formula": "H24O12",
  "method": "wB97M-V/def2-TZVPD",
  "lumo_ev": -0.629,
  "energy_ev": -24959.9852,
  "relative_energy_ev": 1.7092,
  "smiles": "O.O.O.O.O.O.O.O.O.O.O.O",
  "orbital_gap_ev": 9.1,
  "elements": ["O", "H", "H", "O", "H", "H", "O", "H", "H", "O", "H", "H", "O", "H", "H", "O", "H", "H", "O", "H", "H", "O", "H", "H", "O", "H", "H", "O", "H", "H", "O", "H", "H", "O", "H", "H"],
  "positions_angstrom": [[-2.10, -0.86, 1.18], [-1.32, -1.23, 0.77], [-2.75, -0.82, 0.47], [-0.43, -2.45, -1.96], [-0.22, -1.76, -2.60], [0.16, -2.28, -1.22], [0.02, 1.91, -2.37], [-0.68, 2.02, -3.02], [0.28, 2.80, -2.13], [2.48, -1.74, 1.65], [2.75, -0.94, 1.19], [3.31, -2.18, 1.87], [0.40, -1.06, 3.50], [0.34, -1.86, 4.03], [1.09, -1.24, 2.86], [-3.04, 1.50, 2.33], [-2.60, 2.27, 1.96], [-2.56, 0.74, 1.96], [0.08, 1.66, 3.91], [0.25, 2.00, 3.02], [-0.05, 0.71, 3.80], [-2.96, -0.54, -1.39], [-2.05, -0.48, -1.68], [-3.41, -1.01, -2.10], [3.59, -1.26, -2.22], [4.48, -0.98, -2.44], [3.09, -0.44, -2.12], [-0.21, 2.32, 1.00], [-0.79, 1.86, 0.37], [-0.55, 3.22, 1.02], [0.30, -0.22, -0.16], [0.61, 0.52, -0.68], [0.22, 0.13, 0.74], [0.65, -0.46, -3.69], [0.81, -0.25, -4.62], [0.84, 0.35, -3.21]],
  "mulliken_charge": [-0.64, 0.24, 0.41, -0.61, 0.34, 0.26, -0.60, 0.31, 0.26, -0.63, 0.31, 0.26, -0.63, 0.29, 0.37, -0.61, 0.26, 0.40, -0.64, 0.29, 0.39, -0.68, 0.31, 0.31, -0.59, 0.30, 0.28, -0.60, 0.23, 0.28, -0.19, 0.12, 0.22, -0.63, 0.29, 0.32]
}



No. 3
{
  "formula": "C13H28FNO3",
  "method": "wB97M-V/def2-TZVPD",
  "lumo_ev": -0.654,
  "energy_ev": -24279.9534,
  "relative_energy_ev": 0.0000,
  "orbital_gap_ev": 3.4,
  "elements": ["C", "C", "F", "C", "C", "C", "O", "O", "H", "H", "H", "H", "H", "H", "H", "H", "C", "C", "N", "C", "C", "C", "C", "C", "O", "C", "H", "H", "H", "H", "H", "H", "H", "H", "H", "H", "H", "H", "H", "H", "H", "H", "H", "H", "H", "H"],
  "positions_angstrom": [[2.02, 1.15, 2.55], [1.81, 2.07, 1.36], [3.04, 1.91, 0.52], [1.46, 3.45, 1.73], [2.07, 4.47, 0.81], [3.56, 4.70, 0.95], [4.25, 4.50, 1.91], [4.13, 5.25, -0.20], [2.99, 1.37, 3.00], [1.25, 1.36, 3.30], [1.98, 0.09, 2.28], [1.07, 1.61, 0.70], [1.80, 3.63, 2.76], [1.91, 4.23, -0.25], [1.62, 5.47, 0.95], [4.96, 4.78, -0.35], [0.17, -0.87, -2.45], [-1.19, -1.44, -2.13], [-1.19, -2.62, -1.17], [-0.40, -3.73, -1.79], [-2.60, -3.16, -1.03], [-3.64, -2.25, -0.38], [-0.53, -2.34, 0.17], [-0.98, -1.15, 0.98], [-0.79, 0.01, 0.23], [-1.50, 1.16, 0.67], [0.80, -1.57, -3.00], [0.02, -0.01, -3.10], [0.70, -0.52, -1.57], [-1.67, -1.83, -3.03], [-1.82, -0.68, -1.69], [-0.81, -3.94, -2.78], [-0.47, -4.61, -1.16], [0.64, -3.43, -1.88], [-2.51, -4.09, -0.47], [-2.90, -3.40, -2.05], [-3.61, -2.30, 0.70], [-4.62, -2.61, -0.69], [-3.56, -1.21, -0.69], [0.53, -2.21, -0.06], [-0.64, -3.25, 0.76], [-0.32, -1.16, 1.87], [-2.00, -1.23, 1.35], [-1.80, 1.07, 1.72], [-2.39, 1.35, 0.06], [-0.82, 2.01, 0.59]],
  "mulliken_charge": [-1.65, 2.00, -0.46, -0.79, -0.62, 0.57, -0.56, -0.50, 0.48, 0.32, 0.27, -0.98, 0.14, 0.22, 0.35, 0.32, -1.30, -0.36, 0.06, -1.08, -0.34, -1.18, -0.77, -0.52, -0.02, -1.04, 0.35, 0.43, 0.27, 0.52, 0.29, 0.39, 0.42, 0.46, 0.37, 0.47, 0.35, 0.43, 0.25, 0.46, 0.35, 0.34, 0.37, 0.40, 0.27, 0.26]
}



No. 4
{
  "formula": "C18H31F3NO7S",
  "method": "wB97M-V/def2-TZVPD",
  "lumo_ev": -2.839,
  "energy_ev": -53974.5712,
  "total_charge": 1,
  "orbital_gap_ev": 9.2,
  "elements": ["F", "C", "F", "F", "O", "C", "C", "C", "C", "C", "C", "C", "C", "S", "N", "C", "H", "H", "H", "H", "H", "H", "H", "H", "H", "H", "H", "H", "H", "H", "H", "H", "H", "H", "H", "C", "C", "C", "O", "C", "O", "O", "H", "H", "H", "H", "H", "H", "C", "C", "C", "O", "C", "O", "O", "H", "H", "H", "H", "H", "H"],
  "positions_angstrom": [[-2.48, -0.40, -0.61], [-1.48, 0.46, -0.82], [-0.65, -0.19, -1.71], [-1.95, 1.53, -1.42], [-0.83, 0.80, 0.29], [-0.18, -0.26, 1.00], [1.35, -0.11, 1.02], [1.98, -1.42, 1.53], [2.60, -2.29, 0.43], [1.93, -2.07, -0.91], [2.33, -3.01, -2.04], [1.37, -2.97, -3.22], [-0.04, -3.51, -2.93], [-0.11, -5.14, -2.14], [2.29, -0.65, -1.30], [1.94, 0.43, -0.29], [-0.49, -1.22, 0.58], [-0.56, -0.22, 2.02], [1.59, 0.67, 1.74], [1.19, -2.00, 2.01], [2.72, -1.20, 2.30], [2.53, -3.35, 0.70], [3.67, -2.08, 0.32], [0.84, -2.07, -0.80], [3.35, -2.77, -2.37], [2.38, -4.02, -1.63], [1.24, -1.94, -3.58], [1.81, -3.52, -4.05], [-0.57, -3.65, -3.88], [-0.64, -2.80, -2.35], [0.04, -4.72, -0.87], [3.30, -0.66, -1.44], [1.88, -0.42, -2.21], [2.86, 0.97, -0.08], [1.25, 1.11, -0.78], [3.95, 5.13, 4.34], [4.31, 3.97, 3.45], [3.42, 3.75, 2.24], [3.48, 2.32, 2.07], [3.77, 1.77, 3.27], [3.71, 0.60, 3.49], [4.12, 2.72, 4.15], [2.89, 5.12, 4.59], [4.53, 5.08, 5.26], [4.20, 6.07, 3.84], [5.35, 4.01, 3.14], [3.76, 4.24, 1.33], [2.38, 4.03, 2.44], [-6.24, 1.83, -0.65], [-6.63, 0.38, -0.73], [-5.87, -0.47, -1.72], [-6.84, -1.45, -2.10], [-8.07, -0.91, -1.91], [-9.08, -1.40, -2.29], [-7.97, 0.25, -1.23], [-6.19, 2.28, -1.64], [-6.96, 2.39, -0.06], [-5.26, 1.93, -0.17], [-6.61, -0.08, 0.26], [-5.00, -0.97, -1.30], [-5.58, 0.11, -2.60]],
  "mulliken_charge": [-0.23, 0.88, -0.26, -0.26, -0.37, -1.48, 1.14, -1.00, -0.93, 0.89, -1.18, -0.52, -0.52, -0.15, 0.14, -1.58, 0.53, 0.48, 0.32, 0.40, 0.31, 0.43, 0.31, -0.54, 0.41, 0.46, 0.28, 0.40, 0.45, 0.02, 0.10, 0.53, 0.44, 0.60, 0.47, -1.43, 0.44, -0.53, -0.17, 0.59, -0.53, -0.34, 0.35, 0.36, 0.38, 0.26, 0.33, 0.30, -1.40, 0.50, -0.26, -0.35, 0.60, -0.50, -0.36, 0.36, 0.37, 0.34, 0.27, 0.13, 0.31]
}



No. 5
{
  "formula": "C11H12N3",
  "method": "wB97M-V/def2-TZVPD",
  "lumo_ev": -4.293,
  "energy_ev": -16064.6486,
  "total_charge": 1,
  "relative_energy_ev": 1.6169,
  "smiles": "C[N+]1=C2c3ccccc3N=CN2CC1",
  "orbital_gap_ev": 8.2,
  "elements": ["N", "C", "C", "C", "C", "C", "C", "C", "C", "N", "N", "C", "C", "C", "H", "H", "H", "H", "H", "H", "H", "H", "H", "H", "H", "H"],
  "positions_angstrom": [[2.00, 0.39, -0.56], [1.75, -0.80, -1.17], [0.06, 2.83, 1.36], [-1.23, 2.56, 0.98], [1.06, 2.09, 0.84], [-1.46, 1.52, 0.05], [0.91, 1.12, -0.11], [-0.43, 0.77, -0.50], [-0.60, -0.46, -1.20], [0.47, -1.25, -1.44], [-1.69, -1.22, -1.63], [-3.13, -0.98, -1.46], [0.11, -2.68, -1.45], [-1.34, -2.59, -1.91], [2.48, -1.46, -1.55], [0.31, 3.67, 2.02], [-1.89, 3.23, 1.46], [2.08, 2.32, 1.12], [-2.37, 1.06, -0.26], [-3.53, -0.94, -0.49], [-3.52, -0.09, -1.94], [-3.58, -1.89, -1.99], [0.21, -3.23, -0.49], [0.74, -3.29, -2.13], [-1.94, -3.40, -1.43], [-1.43, -2.83, -2.94]],
  "mulliken_charge": [-0.58, -0.07, -0.32, -0.81, -0.26, -0.49, 0.26, 0.70, 0.20, 0.07, 0.01, -1.14, -0.65, -0.63, 0.39, 0.40, 0.40, 0.41, 0.40, 0.44, 0.44, 0.37, 0.32, 0.32, 0.45, 0.38]
}



No. 6
{
  "formula": "C4H15NO6",
  "method": "wB97M-V/def2-TZVPD",
  "lumo_ev": 0.470,
  "energy_ev": -18165.5530,
  "relative_energy_ev": 2.0591,
  "smiles": "CN[C@@H](CO)C(=O)O.O.O.O",
  "orbital_gap_ev": 10.0,
  "elements": ["C", "N", "C", "C", "O", "C", "O", "O", "H", "H", "H", "H", "H", "H", "H", "H", "H", "H", "H", "O", "H", "H", "O", "H", "H", "O"],
  "positions_angstrom": [[-1.66, -0.14, -1.22], [-0.75, -0.90, -0.37], [0.21, -0.15, 0.46], [1.50, -0.92, 0.87], [1.61, -0.61, 2.25], [0.61, 1.17, -0.14], [0.01, 2.23, 0.45], [1.25, 1.30, -1.15], [-1.21, 0.65, -1.82], [-2.50, 0.23, -0.64], [-2.17, -0.90, -1.82], [-0.23, -1.57, -0.90], [-0.34, 0.03, 1.38], [2.31, -0.44, 0.34], [1.32, -1.98, 0.69], [1.45, -1.28, 2.92], [0.27, 3.12, 0.22], [-2.00, 2.18, 0.39], [-2.32, 3.30, -0.64], [-2.54, 2.96, 0.23], [2.59, -1.03, -3.27], [2.65, 0.24, -2.43], [2.37, -0.68, -2.41], [-0.63, -2.48, 1.46], [-1.04, -1.75, 2.74], [-0.75, -2.58, 2.41]],
  "mulliken_charge": [-0.98, -0.31, 0.69, -0.65, -0.55, -0.26, -0.47, -0.53, 0.28, 0.31, 0.40, 0.31, 0.22, 0.35, 0.41, 0.35, 0.35, 0.32, 0.32, -0.65, 0.26, 0.31, -0.55, 0.38, 0.31, -0.63]
}



No. 7
{
  "formula": "C2H3NO2",
  "method": "wB97M-V/def2-TZVPD",
  "lumo_ev": -0.001,
  "energy_ev": -7706.2694,
  "relative_energy_ev": 1.5736,
  "smiles": "NC(=O)C=O",
  "orbital_gap_ev": 9.6,
  "elements": ["C", "C", "H", "H", "H", "N", "O", "O"],
  "positions_angstrom": [[0.39, -0.37, -0.03], [-0.85, 0.67, 0.14], [1.67, -1.44, 1.15], [0.50, -0.78, 2.13], [-0.74, 0.82, 1.38], [1.05, -0.68, 1.17], [0.89, -0.54, -1.11], [-1.64, 1.08, -0.59]],
  "mulliken_charge": [0.57, 0.13, 0.26, 0.26, 0.09, -0.49, -0.49, -0.33]
}



No. 8
{
  "formula": "C10H29BBaN5OP",
  "method": "wB97M-V/def2-TZVPD",
  "lumo_ev": [-3.635, -3.657],
  "energy_ev": -30986.3861,
  "total_charge": 1,
  "spin_multiplicity": 2,
  "orbital_gap_ev": [5.4, 6.3],
  "elements": ["Ba", "H", "H", "P", "C", "H", "H", "H", "C", "H", "H", "H", "C", "H", "H", "H", "C", "O", "H", "H", "H", "H", "B", "N", "H", "H", "C", "N", "C", "N", "C", "N", "C", "N", "C", "C", "H", "H", "H", "H", "H", "H", "H", "H", "H", "H", "H", "H"],
  "positions_angstrom": [[-0.40, -0.52, -1.11], [-0.12, 2.30, -1.85], [1.73, 2.05, -0.30], [2.29, 0.07, -2.65], [1.69, -0.51, -4.30], [2.49, -0.34, -5.05], [1.45, -1.58, -4.26], [0.79, 0.04, -4.60], [2.81, 1.76, -3.11], [3.54, 2.15, -2.38], [3.28, 1.73, -4.10], [1.94, 2.44, -3.14], [3.92, -0.74, -2.67], [3.79, -1.83, -2.59], [4.44, -0.51, -3.62], [4.52, -0.39, -1.83], [2.02, -1.42, -0.05], [2.83, -1.78, 0.70], [0.99, 2.68, 1.04], [2.21, 3.52, 0.31], [0.90, 4.28, -1.63], [-0.69, 3.76, -0.26], [0.33, 3.59, -0.85], [1.39, 2.93, 0.13], [-0.21, 1.91, -2.51], [-0.03, -2.63, -2.46], [-1.25, -2.10, 1.44], [-1.16, -0.59, 1.34], [-0.79, -0.08, 2.71], [-1.74, -0.49, 3.75], [-1.81, -1.98, 3.78], [-2.22, -2.55, 2.47], [-3.55, -2.00, 2.14], [-3.55, -0.51, 2.07], [-2.57, -0.11, 1.04], [-3.09, 0.01, 3.39], [-0.25, -2.46, 1.70], [-1.56, -2.52, 0.45], [-0.76, 1.02, 2.65], [0.21, -0.49, 2.94], [-2.56, -2.27, 4.53], [-0.82, -2.37, 4.05], [-3.87, -2.39, 1.16], [-4.26, -2.31, 2.92], [-2.55, 0.99, 0.99], [-2.91, -0.53, 0.07], [-3.80, -0.33, 4.16], [-3.06, 1.10, 3.35]],
  "mulliken_spin": [0.06, 0.01, -0.01, 0.01, -0.01, 0.03, -0.01, -0.02, 0.01, 0.00, -0.01, 0.00, 0.00, 0.00, 0.00, 0.00, -0.01, 0.01, 0.00, 0.02, 0.00, -0.01, 0.53, 0.05, 0.35, 0.00, 0.00, -0.01, 0.00, 0.00, 0.00, 0.00, 0.00, 0.00, 0.00, 0.00, 0.00, 0.00, 0.00, 0.00, 0.00, 0.00, 0.00, 0.00, 0.00, 0.00, 0.00, 0.00]
}